[1]
{"formula": "C18H23N3O2S", "method": "ωB97M-V/def2-TZVPD", "elements": ["C", "C", "C", "C", "C", "C", "C", "N", "C", "O", "C", "H", "H", "C", "C", "O", "N", "C", "N", "C", "C", "C", "C", "C", "C", "H", "H", "H", "H", "H", "H", "H", "H", "H", "H", "H", "S", "H", "H", "H", "H", "H", "H", "H", "H", "H", "H"], "positions_angstrom": [[2.42701, 4.95341, 1.72974], [1.61047, 4.47842, 2.88738], [1.95904, 4.83640, 4.18500], [1.19802, 4.45589, 5.27397], [0.04883, 3.70763, 5.08306], [-0.31122, 3.32915, 3.80487], [0.46952, 3.69216, 2.71267], [0.04152, 3.27720, 1.42756], [0.78890, 2.58881, 0.52942], [1.94667, 2.28030, 0.69242], [0.02879, 2.26962, -0.75883], [-1.01428, 2.02390, -0.55065], [0.05875, 3.16028, -1.39536], [0.70638, 1.13135, -1.51240], [0.37953, 1.16786, -2.99255], [0.49888, 2.14139, -3.69295], [-0.07783, -0.03923, -3.41982], [-0.25460, -1.06912, -2.52469], [-0.69076, -2.18643, -2.86975], [-0.86977, -3.25694, -1.93172], [-2.31069, -3.76328, -2.02471], [-2.52109, -4.95450, -1.09678], [-1.54693, -6.07786, -1.43696], [-0.10931, -5.57666, -1.34372], [0.10501, -4.38741, -2.27301], [-0.06130, -4.68512, -3.30970], [1.12857, -4.01753, -2.18652], [0.58421, -6.37709, -1.60870], [0.10384, -5.27432, -0.31582], [-1.69362, -6.91711, -0.75413], [-1.74223, -6.43193, -2.45158], [-3.54928, -5.31079, -1.18603], [-2.36346, -4.63915, -0.06269], [-2.50736, -4.05223, -3.05839], [-2.99526, -2.95355, -1.76431], [-0.66897, -2.90408, -0.90428], [0.22312, -0.50828, -0.88784], [-0.32511, -0.19084, -4.38820], [1.78961, 1.23162, -1.37123], [-0.95733, 3.30607, 1.27989], [-1.20193, 2.73789, 3.64340], [-0.56132, 3.41583, 5.92435], [1.49361, 4.75164, 6.26928], [2.84338, 5.43808, 4.33706], [1.78411, 5.31758, 0.92917], [3.09889, 5.75049, 2.03708], [3.01699, 4.13046, 1.32699]], "lowdin_charge": [-0.04, -0.20, -0.04, -0.09, -0.09, -0.03, -0.19, 0.13, -0.48, 0.08, -0.11, 0.12, 0.13, -0.46, -0.49, 0.10, 0.12, -0.60, 0.08, -0.40, -0.16, -0.20, -0.21, -0.20, -0.15, 0.12, 0.11, 0.11, 0.11, 0.11, 0.11, 0.11, 0.11, 0.12, 0.11, 0.11, 1.04, 0.17, 0.12, 0.15, 0.11, 0.10, 0.10, 0.11, 0.09, 0.08, 0.08], "charge": 0, "orbital_gap_ev": 9.540, "e_lumo_ev": 0.54, "de_lowest_kj_mol": 9.1, "smiles": "Cc1ccccc1NC(=O)C[C@H]1S/C(=N\\C2CCCCC2)NC1=O", "homo_energy_ev": -9.000}

[2]
{"formula": "C5H14NO2", "method": "ωB97M-V/def2-TZVPD", "elements": ["C", "N", "C", "C", "C", "C", "O", "H", "H", "H", "H", "H", "H", "H", "H", "H", "H", "H", "H", "H", "H", "O"], "positions_angstrom": [[1.66581, 1.37045, -0.48952], [1.09183, 0.06865, -0.26579], [1.06659, -0.74865, -1.46521], [-1.36676, 0.88070, -0.10030], [-0.19277, 0.08499, 0.44794], [0.04459, 0.51657, 1.96819], [0.48089, 1.74511, 2.17854], [1.50974, 1.99155, 0.36714], [1.24589, 1.95913, -1.32858], [2.74726, 1.33819, -0.62096], [0.13657, -0.72806, -2.06706], [1.75356, -0.30855, -2.17418], [1.37689, -1.77417, -1.28870], [-2.28061, 0.47278, 0.30964], [-1.20781, 1.92994, 0.16309], [-1.50682, 0.79959, -1.19147], [-0.41548, -0.99615, 0.51761], [-0.96858, 0.24090, 2.39364], [0.75664, -0.29528, 2.28656], [-1.55434, -2.54604, -0.45342], [-2.27685, -2.79431, 0.83182], [-2.10623, -3.20733, -0.01897]], "lowdin_charge": [-0.13, -0.22, -0.13, -0.08, -0.39, -0.52, -0.32, 0.05, 0.08, 0.07, 0.07, 0.06, 0.07, 0.06, 0.07, 0.06, 0.10, 0.07, 0.08, 0.01, 0.03, -0.07], "charge": -1, "orbital_gap_ev": 6.268, "e_lumo_ev": 3.73, "de_lowest_kj_mol": 142.1, "homo_energy_ev": -2.542}

[3]
{"formula": "C44H37AsBCl2F2FeN3O7P", "method": "ωB97M-V/def2-TZVPD", "elements": ["Fe", "Cl", "C", "C", "C", "Cl", "C", "C", "C", "C", "N", "C", "C", "O", "H", "H", "H", "H", "O", "C", "O", "C", "C", "C", "C", "C", "C", "N", "O", "O", "H", "H", "H", "H", "N", "C", "C", "O", "O", "H", "H", "H", "H", "H", "C", "C", "As", "C", "C", "C", "C", "C", "C", "C", "C", "C", "C", "C", "C", "P", "C", "C", "C", "C", "C", "C", "C", "C", "C", "C", "C", "C", "H", "H", "H", "H", "H", "H", "H", "H", "H", "H", "H", "H", "H", "H", "H", "H", "H", "H", "H", "H", "H", "H", "H", "H", "F", "B", "F"], "positions_angstrom": [[0.65337, -2.01494, 1.06795], [-1.70260, -4.96203, 4.30369], [-1.54729, -3.25568, 4.49008], [-2.07478, -2.63197, 5.62520], [-1.97456, -1.27582, 5.78473], [-2.65968, -0.53168, 7.19085], [-1.31493, -0.48235, 4.82159], [-1.14778, 0.91448, 4.90309], [-0.45720, 1.57224, 3.91842], [0.05655, 0.83750, 2.84264], [-0.10596, -0.46001, 2.72230], [-0.77089, -1.13137, 3.68621], [-0.89950, -2.54491, 3.48193], [-0.43758, -3.08769, 2.40029], [-2.56212, -3.23550, 6.37753], [-1.56067, 1.44694, 5.74828], [-0.30089, 2.64083, 3.96208], [0.62672, 1.32115, 2.05560], [4.79498, -1.74289, 1.09604], [3.87795, -1.74704, 2.06595], [2.63540, -1.65881, 1.85010], [4.42476, -1.84517, 3.39205], [5.83015, -1.88343, 3.63301], [6.29725, -1.95878, 4.93431], [5.42238, -1.99649, 6.01042], [4.02911, -1.95780, 5.75784], [3.54154, -1.88003, 4.47191], [3.10057, -1.99607, 6.84699], [1.89207, -1.95734, 6.59998], [3.55145, -2.06174, 7.98687], [6.51091, -1.85683, 2.79574], [7.36431, -1.98665, 5.11602], [5.77438, -2.05605, 7.02791], [2.47358, -1.84925, 4.30944], [4.04013, -1.49804, -1.95082], [3.67256, -2.87389, -2.24101], [2.41373, -3.18346, -1.49907], [2.04069, -4.48481, -1.54128], [1.77645, -2.34777, -0.91829], [4.78291, -1.17569, -2.55686], [4.44190, -1.62138, 0.18810], [3.23453, -0.89035, -2.07365], [4.45519, -3.55725, -1.90133], [3.51176, -3.06688, -3.30942], [-1.57716, 1.00392, -0.25995], [-2.45652, 1.58533, -1.37477], [-1.53175, 2.50095, -2.87255], [-1.27661, 4.26696, -2.06292], [-1.50957, 4.58170, -0.72953], [-1.28328, 5.86674, -0.25282], [-0.81607, 6.85342, -1.10553], [-0.57474, 6.55081, -2.43938], [-0.79765, 5.26723, -2.90828], [-3.15709, 2.94922, -3.87474], [-4.22778, 3.64685, -3.32518], [-5.34633, 3.93791, -4.08980], [-5.40307, 3.54136, -5.41920], [-4.33884, 2.85286, -5.98110], [-3.22341, 2.55890, -5.20942], [-0.54695, -0.51833, -0.58521], [-1.79629, -1.60602, -1.35956], [-2.27971, -1.48773, -2.66331], [-3.27322, -2.34304, -3.11404], [-3.80533, -3.30745, -2.26955], [-3.33941, -3.42575, -0.96885], [-2.33781, -2.58093, -0.51738], [0.55924, 0.04280, -1.92617], [0.75609, -0.62670, -3.13019], [1.67128, -0.14590, -4.05522], [2.43187, 0.98077, -3.77338], [2.29142, 1.61570, -2.54690], [1.36330, 1.14663, -1.63325], [-2.21201, 0.71274, 0.58310], [-0.88312, 1.76157, 0.11512], [-3.14150, 2.30214, -0.91673], [-3.07831, 0.80560, -1.81220], [-1.87526, 3.83001, -0.03984], [-1.47344, 6.09449, 0.78832], [-0.63587, 7.85316, -0.73293], [-0.20843, 7.31732, -3.11001], [-0.60604, 5.02860, -3.94994], [-4.18312, 3.97678, -2.29280], [-6.17453, 4.47888, -3.65019], [-6.27507, 3.77380, -6.01651], [-4.37685, 2.54853, -7.01922], [-2.38578, 2.02296, -5.64397], [-1.89029, -0.72457, -3.32574], [-3.64544, -2.25202, -4.12644], [-4.58495, -3.96686, -2.62717], [-3.75029, -4.17602, -0.30676], [-1.96698, -2.67592, 0.49926], [0.20920, -1.53521, -3.34484], [1.79470, -0.65275, -5.00445], [3.14123, 1.35311, -4.50077], [2.90395, 2.47475, -2.30647], [1.26757, 1.64036, -0.67219], [0.43362, -4.38657, 0.20108], [1.04719, -5.03329, -0.78903], [0.66437, -6.26508, -1.02398]], "lowdin_spin": [3.73, 0.00, 0.01, 0.00, 0.01, 0.00, 0.00, 0.00, 0.00, 0.01, 0.03, 0.00, 0.00, 0.08, 0.00, 0.00, 0.00, 0.00, 0.06, 0.21, 0.15, 0.08, 0.19, 0.02, 0.21, 0.02, 0.03, 0.01, 0.03, -0.01, 0.01, 0.00, 0.02, 0.00, 0.00, 0.00, 0.00, 0.00, 0.02, 0.00, 0.00, 0.00, 0.00, 0.00, 0.00, 0.00, 0.00, 0.00, 0.00, 0.00, 0.00, 0.00, 0.00, 0.00, 0.00, 0.00, 0.00, 0.00, 0.00, 0.02, 0.00, 0.00, 0.00, 0.00, 0.00, 0.00, 0.00, 0.00, 0.00, 0.00, 0.00, 0.00, 0.00, 0.00, 0.00, 0.00, 0.00, 0.00, 0.00, 0.00, 0.00, 0.00, 0.00, 0.00, 0.00, 0.00, 0.00, 0.00, 0.00, 0.00, 0.00, 0.00, 0.00, 0.00, 0.00, 0.00, 0.01, 0.00, 0.00], "charge": 0, "orbital_gap_ev": [3.848, 7.134], "e_lumo_ev": [-0.26, -0.30], "de_lowest_kj_mol": 151.2, "spin_multiplicity": 6, "homo_energy_ev": [-4.105, -7.433]}